No. 1
DFT (ωB97M-V/def2-TZVPD) results for C22H24AsClGaI2OP as an isolated structure in a non-equilibrium geometry.

Positions of all 53 atoms, in Å:
C -1.43394 1.58592 0.77736
O -2.98593 -2.26531 0.10148
H -2.16962 -4.45328 -2.20757
C -1.88195 -2.04487 -0.21878
C -3.85512 1.81972 0.85391
I -6.74511 -2.27215 -0.37049
C -1.31388 -4.92165 -1.71355
C 3.30899 2.50961 -2.09443
H 4.38229 2.43520 -2.21423
H -0.34666 3.24292 1.65191
P 0.10743 -3.76571 -1.73596
As 0.22061 0.63736 0.25473
I -5.88350 -3.31279 1.94763
C 1.47526 -4.75888 -1.03013
H -1.06702 -5.85853 -2.22356
C 0.65028 0.34413 3.07684
H 3.23335 0.99021 -0.59212
C -2.45848 3.54365 1.80656
H -2.35623 4.49346 2.31484
C -3.72752 3.03773 1.52244
H 0.89289 -0.02839 5.18104
H -4.61048 3.59368 1.80995
H -1.59187 -5.13410 -0.67763
C 2.58707 3.43136 -2.85519
H 0.74810 -4.65124 -3.92903
H -0.19378 -0.32791 2.98699
C 2.23338 1.88289 2.08138
C -2.71516 1.10180 0.48060
H 0.64425 4.24829 -3.28322
C 1.26587 0.50910 4.31898
C 1.13125 1.02119 1.94863
C 2.36720 1.35821 4.44403
H 3.09938 4.06853 -3.56549
C -1.31953 2.82650 1.43037
C 1.25190 1.76910 -1.01306
H -0.53174 2.79765 -1.67052
H 1.24844 -4.99381 0.01319
H 1.62145 -5.68717 -1.59314
C 1.20317 3.53149 -2.69528
H -2.85141 0.19204 -0.05591
H 2.38460 -4.15318 -1.06193
C 0.54218 -3.65944 -3.51223
Ga -0.16486 -1.70161 -0.71721
C 0.54153 2.70795 -1.77734
C 2.84785 2.04669 3.32711
H 2.62984 2.42908 1.24525
H 1.42472 -3.02155 -3.60687
H 3.70119 2.70462 3.42515
C 2.64845 1.68450 -1.17798
H -0.28411 -3.19591 -4.05782
H -4.83843 1.43363 0.61684
H 2.84849 1.48042 5.40495
Cl 2.08493 -1.25114 -1.37151

- E_LUMO (Ha) = -0.35533
- HOMO level (eV) = -13.753
- max |F| (eV Å⁻¹) = 12.0
- charge = +2
- energy relative to the best compared isomer or geometry (same formula, charge and spin) (kcal per mole) = 37.0

No. 2
DFT (ωB97M-V/def2-TZVPD) results for a 2-piece molecular cluster, C19H16F2N2O2S2 overall in a non-equilibrium geometry.

Positions of all 43 atoms, in Å:
S 0.48873 1.86074 6.38136
N -5.12930 -0.13956 -3.16565
F -0.99664 -0.20290 6.79405
H -0.43531 -3.18107 -2.78497
C -2.62376 -0.63465 -3.20511
H 2.04693 0.98436 -1.62054
H 4.11791 -1.93035 -2.86682
C -3.98671 -0.37133 -3.18510
C -2.13430 -1.92078 -2.94391
C 1.49813 -1.42603 -3.36811
C 4.16811 -1.20060 -3.67024
H -2.83861 -2.70229 -2.71777
H -3.51059 1.57153 2.50311
C 0.04585 0.54591 1.33214
H 0.90233 -0.46993 6.34210
H 5.06295 -0.59593 -3.54144
H 1.04091 0.27054 1.02500
H -0.86832 0.17327 -0.55441
F 0.67658 0.06486 8.22855
H 2.94953 -0.49524 -1.28807
H 3.80307 0.96780 -1.80756
C 0.26955 0.18123 6.96104
O -2.29395 2.16656 5.13880
C -0.18640 0.94436 2.63732
N -0.07056 1.54114 4.83828
H -2.08938 1.37063 -3.71721
C 2.89633 0.38077 -1.92915
C -1.01984 0.51067 0.45712
C 0.71928 1.07963 3.79437
C -2.52783 1.28591 2.16490
C -1.39059 1.73015 4.46110
O 1.90515 0.83645 3.83061
C -1.71263 0.38558 -3.50156
H 0.31712 0.92888 -3.77457
H 4.24364 -1.72868 -4.61739
C -2.29328 0.87255 0.87034
C 0.14018 -1.16448 -3.29251
C -0.79601 -2.18784 -2.98629
H 1.85272 -2.43195 -3.24784
H -3.11579 0.80510 0.17766
C -0.37066 0.13743 -3.53741
S 2.70832 -0.13061 -3.66114
C -1.46282 1.31816 3.04693

- E_LUMO (Ha) = -0.02219
- HOMO level (eV) = -6.892
- max |F| (eV Å⁻¹) = 3.3

No. 3
DFT (ωB97M-V/def2-TZVPD) results for C29H45EuN2O7P as an isolated structure in a non-equilibrium geometry.

Positions of all 85 atoms, in Å:
H 2.75828 -2.85945 -2.66087
C -1.96445 -1.35651 -2.46086
H 2.64080 -2.31259 -4.93412
C 6.36028 0.29787 0.14076
Eu 0.21700 -0.20309 -0.28461
C 5.05988 0.29656 0.93729
H -3.07382 -1.08222 5.20005
H -0.08510 2.43416 -1.84945
C 2.91362 -0.87085 -1.85593
O -0.88196 -0.53103 1.64696
C 2.83859 4.21251 -2.68172
H 5.55404 0.28608 -1.86536
H 0.27655 5.49100 -4.63057
H -0.10763 -5.85226 -0.38425
C 4.26529 2.37421 -0.30739
H 2.59417 -1.05713 -0.81266
C -1.55684 -2.69390 -1.92864
H 3.15477 5.08012 -2.10121
C -3.30849 -1.61570 2.56090
N -0.64602 -2.58090 -0.96206
H -2.76562 -3.97201 -3.17291
H 5.43376 2.76513 -2.12765
H 2.80383 1.51111 -4.28573
C 2.30887 -1.87997 -2.83518
C 2.49605 -1.43899 -4.30008
C -2.23992 -1.65521 4.79759
C 2.13764 4.67168 -3.95765
C -2.02316 -3.91678 -2.38875
C 1.90446 3.34109 -1.78754
H 1.23260 -2.00367 -2.63408
H -0.21201 -0.67478 3.56719
H -2.42866 -2.71822 4.93514
H -4.07908 -0.89069 2.82322
O 1.23763 -2.16919 0.77339
H 3.85511 -0.24321 -5.48226
H -3.16923 -0.48587 -3.63155
N -2.11735 -1.37035 3.36429
C 0.57505 3.04577 -2.48866
H 1.58805 -0.94940 -4.66623
H 0.89520 6.25161 -3.19214
P 2.69711 1.87194 -1.09305
O 1.72534 1.29390 0.00662
H 1.10926 -5.15313 1.21769
C 5.56109 2.32068 -1.13920
H 7.11136 0.86732 0.69455
C 6.17444 0.93016 -1.23340
H 2.03833 3.82986 -4.64882
H 1.66717 3.91502 -0.88019
O 1.42536 -4.25338 1.39004
H -0.35889 4.86245 -1.86535
H 3.58023 1.71855 1.65655
H -1.07282 4.17064 -3.30210
C 2.63119 0.55288 -2.35030
H 0.74278 2.47301 -3.40425
H 2.77657 5.39307 -4.46695
O -1.38234 -0.33365 -2.09237
O -1.23862 2.93736 1.21038
H 4.33987 1.33271 -3.46633
H -1.81250 -6.04070 -2.14717
C 3.66712 -0.47443 -4.43459
H 1.54840 0.58966 -2.61892
H 5.22532 -0.11618 1.93366
H -3.67930 -2.61627 2.77620
C 4.49234 1.70210 1.05890
H 5.21493 2.33367 1.58192
C -1.02964 -0.85154 2.86621
C 0.76968 5.28491 -3.68138
O -2.94900 -1.37708 -3.30147
H -3.06300 -1.52467 1.50745
H 4.58025 -0.94451 -4.06279
C -1.07345 2.02620 0.58705
C 3.39590 0.82715 -3.67344
C -1.48972 -5.06389 -1.81303
H 4.04390 3.43461 -0.12011
H 4.32466 -0.36200 0.45889
H 6.26067 2.97827 -0.61586
H 3.99274 -1.00537 -1.78114
C -0.11991 4.36839 -2.81063
H 6.75717 -0.71367 0.04500
H -1.32361 -1.37149 5.30782
C 0.90183 -3.33611 0.62763
C -0.52951 -4.95240 -0.81303
H 7.13322 1.00326 -1.74903
H 3.75284 3.68047 -2.95065
C -0.13326 -3.68104 -0.41236

- E_LUMO (spin up / spin down) (Ha) = -0.37535 / -0.34786
- HOMO level (spin up / spin down) (eV) = -17.381 / -17.382
- spin multiplicity = 7
- max |F| (eV Å⁻¹) = 1.1
- charge = +3
- energy relative to the best compared isomer or geometry (same formula, charge and spin) (kcal per mole) = 1.3

No. 4
DFT (ωB97M-V/def2-TZVPD) results for C39H42N7O4S7Y as an isolated structure.

Positions of all 100 atoms, in Å:
C -7.03996 1.73018 0.77490
C -3.73875 -0.52502 5.01592
C -3.36838 -0.92265 7.37498
H -7.43364 -1.48130 -1.80768
H 2.74422 2.22737 -2.34189
C -0.41177 -1.74584 4.51766
H 2.55643 -1.19813 -3.06494
H 1.68192 -3.25803 4.45718
S -4.55549 0.26890 -1.89290
C -3.86868 -1.32935 6.14733
H -1.00654 -0.89649 4.84925
H -6.97257 -0.15672 1.85124
H -5.38153 3.37716 -1.42116
C -4.37780 -3.84911 -2.18533
H 0.30029 -2.00150 5.29702
C -0.24234 2.58043 -2.51242
H 3.85231 1.60912 -0.33164
C 0.41603 3.34731 -1.61885
H -7.90400 2.29423 0.41052
C -5.70057 0.57140 -0.74152
C 4.08255 0.65083 -0.79665
C 2.32710 -2.58570 3.90390
C 3.68708 -2.81027 3.93148
H -4.09424 2.66226 -0.42811
H 4.23936 -5.13388 -0.17416
H 4.62134 -0.21769 1.96926
S 0.52506 5.07067 -2.00894
H -2.32052 0.61928 8.44446
H -7.01914 -3.58416 -0.85654
N 2.98635 0.26581 -1.67476
C -2.58834 1.10799 6.36910
H -8.40522 0.01094 0.81782
N -5.96164 1.76302 -0.19539
H -6.71429 2.16491 1.72195
Y 0.60059 0.12366 0.00305
H -5.09876 -1.93530 -1.91444
C -5.14954 2.93785 -0.44917
C 2.95279 -2.15570 -1.19417
H -2.96068 1.32327 4.26559
S -0.89995 3.42199 -3.92443
C -4.27259 -1.05009 3.70022
H 4.72319 -3.26066 -1.72261
H 4.25692 -1.14785 -2.59783
C 2.88810 1.23381 -2.76196
H 0.60654 -3.19696 0.97404
C 1.78306 -2.06082 -0.41817
H -1.10981 -2.57088 4.35920
S -4.17338 0.06380 2.28631
H -6.89413 -4.16670 -2.52054
C -6.73802 -3.30093 -1.88076
H -3.47244 -1.56769 8.23956
H 4.20256 -0.10498 -0.02746
C 2.37936 -4.27233 0.49147
S -1.90736 1.23470 0.82340
C 4.51165 -1.93357 3.22391
H -5.33250 -1.30099 3.80526
H 2.14212 -5.08991 1.16567
C -2.42383 0.00757 1.87836
N -1.20043 -1.93599 -1.42607
H -5.34205 3.66594 0.33741
H 2.03222 0.99725 -3.39265
C -7.34096 0.22769 0.90106
H 5.02597 0.73737 -1.36576
H -3.73002 -1.95495 3.42570
H -6.12771 -1.23199 0.00315
N -5.33579 -2.93531 -1.92085
C -2.72364 0.30214 7.49049
S 1.21661 2.85592 -0.15324
C -2.17186 -3.76102 -3.28751
C 3.96830 -0.90622 2.48886
O -4.62581 -5.03532 -2.37720
H 0.54265 -1.93199 -2.50337
H -2.56110 -4.49819 -3.97901
C -0.36620 5.04831 -3.52593
C 1.74511 -1.55604 3.15443
H 3.80931 1.23385 -3.37289
N -1.76754 -0.92296 2.47887
C 2.57039 -0.70430 2.36487
S -0.54176 0.86423 -2.44770
O -7.55200 -2.26812 -2.36650
H -0.23836 -3.54953 -4.21068
N -0.39931 -0.95295 2.21896
N -6.60450 -0.36669 -0.22162
H -4.35612 -2.29459 6.05547
C 1.51812 -3.18229 0.37872
C 0.28518 -1.39540 3.22141
C -3.09369 0.69823 5.14033
C -0.45582 -2.34030 -2.45687
H -3.03309 -2.03857 -0.50877
C 3.82021 -3.24358 -1.11592
C -2.44785 -2.39663 -1.34992
C 3.54771 -4.30206 -0.25713
C -0.89615 -3.24942 -3.40607
O 2.10493 0.23214 1.59590
C 3.22609 -1.06867 -2.20663
H 5.58826 -2.06171 3.24823
C -2.98184 -3.31027 -2.25659
O -0.55699 6.02654 -4.22281
H 4.10081 -3.63882 4.49280
H -2.07091 2.05662 6.44131

- E_LUMO (Ha) = 0.12819
- HOMO level (eV) = -1.346
- max |F| (eV Å⁻¹) = 0.4
- charge = -2
- energy relative to the best compared isomer or geometry (same formula, charge and spin) (kcal per mole) = 3.7

No. 5
DFT (ωB97M-V/def2-TZVPD) results for a 2-piece molecular cluster, C4H13ClNO5PSi overall.

Positions of all 26 atoms, in Å:
P -2.42311 -1.76505 -2.23996
O 0.23360 -1.90861 -3.91145
O -0.54668 0.57130 -3.42908
C 0.84414 -0.84881 -1.28540
H -0.27342 2.61446 3.10722
Si -0.33498 -0.92321 -2.71966
H -1.11652 2.28166 1.58699
N -0.96230 1.70234 -2.59905
H 0.21015 0.22978 1.26865
C 0.56853 0.98844 1.96638
H -1.10523 -3.54957 -1.85344
C -0.61340 1.81971 2.43643
O -2.11240 1.76513 -2.52122
H 1.71243 -1.49530 -1.47905
C 1.29095 0.31129 3.11916
H -1.33530 1.20619 2.97716
H 1.22354 0.16564 -1.11585
O 1.47162 1.77309 1.18721
Cl -2.45837 -1.07879 -0.26264
H 1.81766 2.47582 1.74784
O -2.01927 -3.35186 -2.07093
H 1.68590 1.06221 3.80972
H 2.12650 -0.28394 2.75033
H 0.36886 -1.20331 -0.36133
H 1.12993 -2.21874 -3.78585
H 0.61717 -0.33985 3.67784

- E_LUMO (Ha) = -0.01096
- HOMO level (eV) = -8.996
- SMILES = C[Si@](O)(ON=O)P(O)Cl.CC(C)O
- max |F| (eV Å⁻¹) = 0.4
- energy relative to the best compared isomer or geometry (same formula, charge and spin) (kcal per mole) = 0.0

No. 6
DFT (ωB97M-V/def2-TZVPD) results for one molecule with the formula CH6N4O in a non-equilibrium geometry.

Positions of all 12 atoms, in Å:
N 1.53897 -0.53487 -1.33230
N -0.87861 -0.79354 -0.23342
N 1.20365 0.33291 -0.32737
H 0.30300 1.73216 1.20981
H -0.56770 -1.11843 -1.14496
C 0.05476 0.07741 0.24283
O -1.71504 1.10542 1.37544
H -1.98601 0.33595 1.91201
H 1.74905 -1.45353 -0.93141
H -1.79074 -0.35727 -0.28737
N -0.33251 0.90031 1.26258
H 2.42118 -0.22652 -1.74583

- E_LUMO (Ha) = 0.03319
- HOMO level (eV) = -7.739
- SMILES = N/N=C(\N)NO
- max |F| (eV Å⁻¹) = 3.2
- energy relative to the best compared isomer or geometry (same formula, charge and spin) (kcal per mole) = 77.6

Question: Among the records above, which one has the highest max |F|?
Answer: C22H24AsClGaI2OP